Entry from the OMol25 dataset: a gas-phase ion, C6H13N4 (charge +1) (the ωB97M-V functional and the def2-TZVPD basis).

Last column: natural (NBO) charge in e.
Geometry (Å):
C 1.22651 -1.79211 -0.67643  -0.432
N 1.05506 -0.39846 -0.45167  -0.325
N 2.12771 0.41125 -0.61435  -0.198
C 1.89557 1.51240 -0.03544  0.020
C 0.67321 1.58866 0.77781  -0.510
C 0.08591 0.20105 0.43503  0.160
C -0.42338 -0.66779 1.50839  -0.655
C -1.27453 0.47136 -0.54168  0.556
N -2.44864 0.84449 -0.10196  -0.722
N -1.18178 -0.10267 -1.72523  -0.748
H 0.23373 -2.17790 -0.64197  0.203
H 1.83005 -2.02736 -1.58238  0.250
H 2.02540 -2.34849 0.05489  0.202
H 2.77548 2.25839 -0.13626  0.242
H 1.18808 1.44680 1.78059  0.255
H -0.00187 2.45592 0.90960  0.264
H 0.37592 -1.50793 1.71147  0.272
H -1.27715 -1.22318 1.13288  0.223
H -0.75236 -0.11531 2.33734  0.238
H -2.47300 1.06521 0.88740  0.416
H -3.37288 0.75906 -0.50712  0.435
H -0.37757 -0.09522 -2.29713  0.438
H -1.90945 -0.55820 -2.22377  0.416

LUMO energy = -3.610 eV
HOMO level = -11.885 eV
Relative energy (zero: lowest compared OMol25 entry of this formula, charge and spin) = 232.54 kJ/mol
DFT total energy = -12384.4981 eV
Net charge = +1
Orbital gap = 0.304 Eh
Structure (SMILES) = CN1N=CC[C@@]1(C)C(N)=[NH2+]